Record 1
13
Properties=species:S:1:pos:R:3:forces:R:3:lowdin_charge:R:1 method="wB97M-V/def2-TZVPD" smiles="ClC1=[NH+]C=CCN1I" energy_ha=-1022.49899 multiplicity=1 de_lowest_kj_mol=82.35 homo_lumo_gap_ev=8.617 total_charge=+1 homo_ha=-0.48847
C -1.43602 -0.54708 0.00881 0.5 0.8 -0.5 -0.085
N -0.37912 -1.45084 -0.09069 2.6 -1.0 0.4 0.051
H 0.09874 2.06325 0.95508 1.2 -1.5 -1.5 0.172
H -2.05444 1.55078 -0.08428 1.7 -1.9 0.3 0.172
H -0.61155 -2.40776 0.17553 0.5 0.2 -0.5 0.168
N 1.20650 0.31069 0.04245 0.5 -4.1 -0.6 -0.516
H 0.23564 1.93272 -0.81157 0.9 1.9 -2.4 0.076
C 0.91535 -1.07682 -0.12316 -0.5 3.1 1.6 -0.667
Cl 2.18048 -2.24796 -0.06364 -1.3 0.9 -0.3 0.763
C 0.19620 1.35161 0.02120 -2.8 -0.5 3.4 -0.248
C -1.19848 0.75091 -0.02286 -1.8 1.5 0.0 -0.035
I 3.17067 0.88440 0.01485 -0.2 0.3 0.0 1.025
H -2.32397 -1.11390 -0.02171 -1.4 0.3 0.1 0.123

Record 2
4
Properties=species:S:1:pos:R:3:forces:R:3:lowdin_charge:R:1 method="wB97M-V/def2-TZVPD" smiles="O=[N+](F)F" energy_ha=-329.09416 multiplicity=1 de_lowest_kj_mol=125.54 homo_lumo_gap_ev="11.003 / 11.003" total_charge=+1 homo_ha="-0.80111 / -0.80113"
O -0.39384 -0.08794 1.27817 3.3 -0.6 -9.3 0.365
F 0.69716 -0.88026 -0.63261 0.2 -0.6 0.1 0.373
F -0.28571 0.98308 -0.67690 0.2 -0.3 -0.4 0.331
N 0.01240 -0.05249 0.00904 -3.8 1.5 9.6 -0.070

Record 3
87
Properties=species:S:1:pos:R:3:forces:R:3:mulliken_spin:R:1 method="wB97M-V/def2-TZVPD" energy_ha=-4665.53875 multiplicity=3 de_lowest_kj_mol=230.80 homo_lumo_gap_ev="6.727 / 4.854" total_charge=+1 homo_ha="-0.40130 / -0.41294" s2=2.04
C -3.35667 -1.27418 -1.76062 -1.0 0.7 -0.1 0.053
H 5.84907 0.80870 2.03267 0.1 0.1 0.0 0.000
N -1.96124 -3.00835 0.75541 1.3 -1.2 -1.0 0.143
Pd -1.87250 -1.02674 0.44170 0.6 0.0 -1.2 0.812
H 3.24656 2.69066 1.12651 0.9 0.2 0.1 0.000
H 5.92814 4.19940 -0.99524 0.1 -1.0 -0.1 0.000
H 2.54872 0.55980 -4.62651 0.2 -0.1 0.7 0.000
C 4.91149 0.61274 -3.67831 0.0 0.8 0.7 0.000
C 2.47076 0.73639 -3.52835 -0.9 0.2 0.3 0.002
H 4.73689 0.27742 -4.71502 0.2 0.2 0.4 0.000
C -2.64515 -3.36202 1.84894 -0.9 -0.1 0.1 0.083
H 2.83839 -1.75811 -2.15952 -0.4 -0.1 -0.2 0.000
H -5.32950 3.68065 4.84788 -0.5 0.1 0.2 0.000
C -4.13007 -2.28698 -1.26344 -2.0 -2.9 0.3 -0.002
C -3.65332 2.30950 2.26943 -0.4 -0.7 -0.2 0.016
H -2.40972 -1.52046 -2.18927 0.5 0.1 -0.4 0.000
C -2.65929 -4.64682 2.34720 1.1 0.1 -0.6 0.061
C -1.24533 -3.93543 0.10945 0.2 0.8 -0.4 -0.003
C -4.42357 2.41643 3.45520 0.0 0.4 -0.3 0.008
H 3.47224 -1.68998 0.94108 -0.6 -0.1 0.4 0.000
N -3.58783 -0.03766 2.60141 0.5 -1.2 -0.8 0.477
H 3.29696 -1.62059 -3.93194 -0.1 0.0 0.7 0.000
O -2.83136 3.50998 0.33717 -0.1 -0.7 0.2 0.016
H -4.10949 -2.44414 3.24786 -0.7 -0.3 0.3 -0.008
H -2.64147 2.57013 0.13828 0.4 0.3 -0.3 -0.001
C 4.99161 -0.30394 0.28267 0.1 -0.3 1.0 0.000
H -2.97919 -4.88922 3.30370 -1.4 -0.1 1.5 0.002
H 4.06400 0.81874 1.87378 0.6 -0.4 0.6 0.000
C 4.20766 3.11499 0.75345 -0.9 0.6 -1.4 0.000
C -3.44849 3.47460 1.52427 -0.4 1.2 0.7 0.011
H 7.00149 -0.93855 0.64631 0.2 0.5 -0.1 0.000
H -0.62732 -3.66470 -0.76912 -0.7 0.2 0.7 0.012
C 3.70331 0.17095 -2.77885 0.5 -0.3 -0.8 0.000
H 6.51413 -0.93790 -1.01967 0.4 -0.1 -0.5 0.000
C -6.10007 -3.05779 0.15121 -0.3 -2.5 -0.7 -0.005
H 4.52790 -1.89167 -2.66648 -0.8 0.4 -0.2 0.000
H 4.01339 4.21745 0.66783 0.5 -0.8 0.4 0.000
H -4.68036 1.49794 3.98008 0.2 0.4 0.1 0.000
H -8.17682 -2.40276 0.04372 1.0 0.3 1.1 0.000
C 3.44021 3.44985 -1.59353 -1.3 -0.9 -1.4 0.000
H 5.87441 0.22737 -3.31914 -0.2 -0.1 -0.1 0.000
H -3.19509 0.84466 -1.96882 -0.1 0.2 -0.2 -0.002
H 3.45677 3.04327 -2.65025 0.1 0.8 1.1 0.000
C 6.45361 -0.35661 -0.10754 0.3 0.1 -1.0 0.000
C -5.45295 -2.08306 -0.75839 1.1 2.3 -0.5 -0.014
C -1.91522 -5.57928 1.69416 0.1 -0.9 -0.4 -0.028
C 5.86196 3.10102 -1.24026 -0.6 0.4 0.7 0.000
H -3.56986 5.50869 1.35598 -0.6 0.3 0.6 0.000
Si 3.98197 0.78032 -0.92653 0.1 0.2 -0.5 -0.002
C -1.23119 -5.21770 0.55549 1.2 -1.7 -0.5 0.085
C -4.61546 4.83344 3.21252 0.7 0.1 -1.0 0.013
O -2.39361 0.90969 0.77590 -1.5 1.3 1.9 0.150
H 5.14615 -2.35193 1.02681 -0.8 0.6 -0.4 0.000
H 5.90391 3.05492 -2.34114 0.3 -0.3 0.5 0.000
H -7.00045 -0.60580 -0.62850 -0.5 0.2 0.3 0.001
H -0.56569 -5.94297 0.05804 -0.6 0.4 0.2 0.002
H -5.48309 1.33901 -1.12517 -0.3 0.1 -0.1 -0.002
Br 1.89688 0.56423 -0.09894 -0.7 0.0 0.2 0.009
H 6.89452 0.66279 -0.31549 -0.3 -1.3 0.5 0.000
H 2.38471 1.81654 -3.39684 -0.2 -0.2 -0.1 0.000
C 4.98586 0.21128 1.76866 -1.7 0.4 -0.9 0.000
H 2.36686 3.31237 -1.26783 1.1 0.3 -0.1 0.000
H 5.06614 2.91196 1.38649 -0.2 0.0 0.2 0.000
C 3.55289 -1.37351 -2.87833 1.6 0.1 -0.2 0.000
C -3.86078 0.03570 -1.70421 -0.6 0.2 0.8 0.001
H 4.90356 -0.67694 2.39998 0.2 0.3 0.2 0.000
C -3.41070 -2.31665 2.45326 0.7 0.2 0.8 0.185
H 4.27453 -2.31059 -0.53385 0.1 0.8 1.0 0.000
N -3.02075 -1.12591 2.11619 -0.7 1.2 0.5 -0.016
H -7.21155 -1.91082 1.66206 -0.9 -1.3 -1.6 -0.001
C -7.43784 -2.72169 0.84806 1.3 2.9 -1.1 0.004
H 3.68005 4.52005 -1.65905 0.0 -0.2 0.3 0.000
C -4.86107 3.65866 3.88409 -0.1 -1.8 1.2 -0.002
H -7.90176 -3.55834 1.24273 -0.3 -1.8 1.2 0.000
C -3.90451 4.71496 2.03248 0.7 0.2 -1.2 -0.007
H 5.01074 1.73506 -3.65280 -0.2 -1.1 -0.3 0.000
C -5.98688 -0.77980 -0.91009 1.0 -0.1 1.1 0.010
C -5.16404 0.31433 -1.20296 1.4 -1.4 -1.4 -0.007
H -4.97734 5.76737 3.64263 0.3 -0.1 -0.4 0.000
O -5.56972 -4.17072 0.26623 -0.7 1.5 0.5 -0.002
H 1.49258 0.29275 -3.21050 0.9 0.3 0.0 -0.001
H 6.71230 2.56727 -0.74061 -0.8 0.5 -0.6 0.000
H -3.88640 -3.39723 -1.34362 0.3 1.7 0.4 0.000
C -3.16120 1.01585 1.81160 0.6 1.7 -0.5 -0.054
H -1.85504 -6.59745 2.04649 0.0 0.0 0.1 0.000
C 4.41117 -1.73181 0.43207 1.4 -1.2 -1.4 0.000
C 4.42648 2.64687 -0.74239 0.5 0.5 0.4 0.000

Record 4
20
Properties=species:S:1:pos:R:3:forces:R:3:mulliken_spin:R:1 method="wB97M-V/def2-TZVPD" energy_ha=-290.72909 multiplicity=2 de_lowest_kj_mol=392.82 homo_lumo_gap_ev="11.014 / 4.705" total_charge=+1 homo_ha="-0.52437 / -0.50395" s2=0.76
C 0.64715 1.04607 -0.56425 2.4 -1.8 0.1 0.040
H -2.23529 -0.12525 1.04825 -0.9 -0.7 0.2 0.000
H 1.17674 -0.58322 1.11124 -2.1 1.8 -1.7 0.072
C -0.66120 -1.10313 0.19498 -2.8 -2.7 -3.6 -0.004
C 0.90294 0.71627 -1.85986 -2.2 0.3 -2.7 0.125
H -2.14171 0.06290 -0.58659 -0.9 -0.4 -0.1 -0.001
H 0.23425 -2.32585 1.54761 1.2 -0.6 1.2 0.001
H -1.53763 -2.50882 1.71674 0.8 1.1 -0.3 0.004
H 2.19870 2.20276 0.50410 -0.2 -0.5 1.1 0.003
C 1.30155 2.36777 -0.07554 0.4 -0.5 -2.0 0.000
H -0.43965 -1.38707 -0.84517 -0.1 -0.1 0.1 -0.007
C -0.67209 -2.31656 1.02226 -1.1 -2.1 1.2 0.009
H 1.24522 1.56829 -2.48210 0.2 -0.7 0.5 0.002
H -0.75929 -3.24371 0.45660 0.4 0.2 -0.5 0.002
N -2.05760 -0.62701 0.16983 2.4 2.7 -0.1 0.659
H 1.89165 2.83686 -0.98333 -2.2 -0.2 1.6 0.000
C 0.24096 -0.00568 0.49334 1.5 3.0 3.3 0.073
H 0.51740 2.92156 0.46328 0.8 0.5 -0.4 0.000
H 0.46983 -0.06421 -2.66198 1.0 1.0 2.7 0.000
H -0.32192 0.56802 1.33057 1.4 -0.3 -0.6 0.021

Record 5
18
Properties=species:S:1:pos:R:3:forces:R:3:lowdin_charge:R:1 method="wB97M-V/def2-TZVPD" smiles="C[NH+](C)/C=C/[SiH3]" energy_ha=-503.44450 multiplicity=1 de_lowest_kj_mol=345.80 homo_lumo_gap_ev=9.493 total_charge=+1 homo_ha=-0.49995
N 1.03356 0.06848 0.30688 -1.2 1.7 -0.5 -0.247
H 0.93288 0.87142 0.95347 0.0 -0.7 0.1 0.189
H -3.90025 0.12419 1.09915 -0.9 0.7 0.8 -0.079
H -0.41381 -1.28117 -0.64836 0.2 0.8 0.6 0.115
C 1.68264 0.70015 -0.86950 1.1 1.2 -0.2 -0.007
Si -3.36796 0.04561 -0.21707 2.0 0.2 0.4 0.681
H 2.91998 -0.47601 0.93628 -1.3 -0.1 0.7 0.116
C -1.56903 0.69686 0.11160 6.1 -5.8 -0.4 -0.144
H 1.71595 0.09273 -1.72501 0.4 -1.5 -0.7 0.102
C 1.88514 -0.93825 0.87486 4.3 -3.4 0.9 -0.053
H 2.24345 -1.76370 0.12712 -1.7 1.3 0.9 0.146
H 1.15039 1.52133 -1.24274 -1.7 1.1 0.1 0.090
H -3.17812 -1.37970 -0.26290 0.0 -0.7 -0.8 -0.077
H -1.26759 1.52401 0.75628 -0.2 0.2 -0.3 0.029
H -3.82171 0.80607 -1.35618 -0.6 0.1 -0.3 -0.068
C -0.32375 -0.33404 -0.07610 -6.7 4.1 0.4 -0.069
H 2.62256 1.21002 -0.65854 0.4 -0.9 0.5 0.122
H 1.65566 -1.48797 1.89076 -0.3 1.7 -2.1 0.156

Record 6
14
Properties=species:S:1:pos:R:3:forces:R:3:lowdin_charge:R:1 method="wB97M-V/def2-TZVPD" energy_ha=-944.49283 multiplicity=1 de_lowest_kj_mol=507.05 homo_lumo_gap_ev=1.746 total_charge=-1 homo_ha=-0.04386
H -1.19076 2.49694 -3.90865 0.2 0.2 0.5 0.098
Cs 3.69954 -0.59718 0.92721 -0.5 -0.1 0.5 0.777
H -0.97485 0.82710 -5.04637 -0.4 -1.2 -0.6 0.117
H -0.06158 2.71566 -2.57716 -0.2 -0.2 -0.3 0.111
N -0.82869 0.21241 -4.25841 -2.0 -2.3 -4.1 0.166
O -0.66481 -2.82763 5.25552 0.1 -0.8 -1.5 -0.464
O 1.24136 -1.99699 6.43303 0.2 0.5 -0.6 -0.493
N -0.52725 2.12013 -3.24693 0.4 1.6 -0.1 0.150
O -0.88894 -0.86780 6.44584 -1.1 2.0 1.3 -0.442
O 0.47025 0.23508 -2.51210 1.7 -0.5 1.0 0.033
C -0.18156 0.81483 -3.34786 0.8 2.2 4.6 -0.797
S 0.05171 -1.58164 5.60596 -0.2 -3.4 3.9 0.074
O 0.44874 -0.78120 4.49622 1.4 1.9 -3.5 -0.464
H -0.59313 -0.76972 -4.26627 -0.3 0.1 -0.9 0.134

Record 7
75
Properties=species:S:1:pos:R:3:forces:R:3:lowdin_charge:R:1 method="wB97M-V/def2-TZVPD" energy_ha=-2979.89560 multiplicity=1 homo_lumo_gap_ev=5.726 total_charge=-1 homo_ha=-0.16822
O -2.60020 1.78761 0.16023 0.4 -0.9 -0.6 -0.008
H -0.73325 1.25929 0.84294 0.0 -0.1 0.0 0.106
H -2.41238 -2.62868 -6.77078 0.4 0.5 0.3 0.127
O 3.88712 -0.19754 3.39838 0.2 -0.3 -0.8 -0.319
O -0.37761 5.10001 3.45329 -0.2 -0.2 0.1 0.073
C 7.03217 -3.38018 2.78405 0.1 -0.1 -0.1 -0.552
C -1.71659 3.70633 4.92532 0.2 0.3 0.8 -0.021
H -0.13044 0.86398 -1.62912 0.1 -0.1 -0.1 0.075
H -0.98800 -3.36222 -10.63790 0.1 -0.1 0.1 0.147
O -2.87132 -4.30667 -7.39140 -0.1 -0.4 -0.2 0.166
C 1.28643 0.01278 3.55832 -0.5 -0.3 0.2 -0.214
H 8.27615 -2.29883 5.05079 0.0 0.1 -0.1 0.140
C -1.97237 1.86187 -2.22004 0.1 -1.1 0.4 -0.125
O -2.71558 -3.74007 -9.56180 0.2 -0.2 0.0 0.078
H -2.80906 -0.44555 -7.81418 -0.2 0.0 0.1 0.137
C 6.98266 -1.31144 3.61738 0.2 0.3 -0.1 -0.304
C -1.41052 2.16744 4.89380 0.0 0.3 -0.5 -0.310
C -0.97347 0.66287 -2.29414 -0.2 0.6 0.4 -0.074
C -1.76550 2.26443 2.46493 -0.9 -0.4 -0.8 -0.159
H 0.56994 2.27269 5.75485 0.0 0.0 0.0 0.122
H -3.33637 0.16461 4.12906 -0.1 0.1 0.3 0.091
F -0.50668 -1.98987 -6.84147 -0.1 -0.1 0.0 0.069
C -1.75322 1.32475 1.23132 0.4 0.6 0.9 -0.138
H -1.48925 -0.23711 -1.97245 0.2 -0.1 -0.1 0.073
C -1.88230 2.40703 -0.81220 0.1 1.6 -0.7 -0.507
C 7.22966 -2.28431 4.73964 -0.1 -0.1 0.4 -0.054
H -2.06024 0.33240 1.56210 -0.3 0.0 -0.3 0.123
H -3.76714 1.08796 2.89957 0.1 0.2 -0.1 0.071
H 1.51511 -1.05221 3.61546 0.4 0.1 -0.1 0.103
S 2.89807 0.82542 3.59345 0.9 -1.5 0.5 0.613
O 6.93009 -4.25891 1.99647 0.1 -0.1 0.0 0.172
H 1.13510 5.16350 5.10696 0.0 0.2 -0.2 0.121
H 0.56431 2.33019 3.98591 -0.1 0.4 0.2 0.092
H -1.93790 -6.28371 -10.47209 0.1 -0.1 0.0 0.175
H 2.04472 1.93780 2.02592 0.1 0.4 -0.1 0.075
H 5.95588 -0.95175 3.55000 0.1 0.2 0.0 0.137
C -1.79351 -1.78701 -6.43658 0.2 0.0 0.1 -0.308
H 0.87948 0.04173 5.66067 0.0 -0.1 -0.1 0.115
N -3.33906 1.13336 3.82112 -0.4 -0.2 -0.4 0.089
F 7.83383 -0.25269 3.68347 0.0 0.0 -0.1 0.068
C -2.37050 -4.44681 -8.45821 0.0 -0.1 0.2 -0.539
C 0.09410 1.86950 4.86862 -0.4 -0.7 -0.4 -0.135
H -1.96562 3.96002 5.95675 0.0 -0.1 0.0 0.127
H -2.60762 3.95648 4.35634 0.1 -0.1 -0.3 0.127
H 0.79532 0.14470 2.58930 0.1 0.4 0.0 0.094
O 7.29702 -2.08294 2.46571 -0.3 -0.2 0.3 0.135
F -0.03355 -5.67279 -10.51431 0.0 -0.1 0.0 0.082
O 2.96230 1.74473 2.27246 -0.6 -0.2 0.5 -0.148
H -1.66121 2.61367 -2.93716 -0.2 0.3 0.2 0.112
O -1.17725 3.36569 -0.58827 -0.1 -0.7 0.4 0.118
H -0.52461 -0.23509 4.66573 0.0 0.1 -0.1 0.111
C -1.31605 -5.44822 -10.14542 0.5 0.1 0.1 -0.312
O 3.11913 1.55583 4.79358 -0.7 1.1 0.0 -0.254
H -2.61543 2.95436 2.31991 0.2 0.2 -0.1 0.132
C -0.56435 4.58297 4.53569 0.4 0.3 -0.8 -0.520
C -2.82013 -0.82613 -4.70524 0.0 0.1 0.2 -0.546
O 0.36032 4.75746 5.51285 -0.4 -0.3 0.4 0.094
O -3.19431 -0.10221 -5.79456 0.2 -0.2 0.0 0.075
O -1.82485 -1.70125 -5.02067 -0.4 0.0 -0.3 0.141
H -0.56414 0.54390 -3.29673 -0.2 -0.1 0.0 0.069
C -2.05920 1.58958 6.19943 0.1 -1.1 1.4 -0.694
H -0.84683 2.84176 2.44794 -0.1 0.1 0.4 0.107
H -1.49409 0.31412 -6.89523 0.1 -0.1 0.1 0.143
O 6.89708 -3.53467 4.12748 0.1 0.2 -0.2 0.069
C -2.29438 -0.42799 -6.85596 -0.1 0.3 -0.3 -0.053
C 0.38351 0.35582 4.74232 0.6 0.6 0.5 -0.204
N -1.96318 1.50510 3.67434 0.9 0.0 0.4 -0.173
H -2.96145 1.46308 -2.43888 -0.1 0.3 -0.1 0.101
C -1.79654 -4.09353 -10.60161 -0.2 0.2 -0.4 -0.049
O -1.38032 -5.33568 -8.73393 -0.5 0.0 -0.2 0.150
H -2.29209 -4.12290 -11.56870 -0.2 0.0 0.1 0.141
O -3.17108 2.00846 6.51671 -0.8 0.9 -0.4 -0.036
O -3.29801 -0.71063 -3.63000 -0.1 0.0 0.0 0.174
O -1.39492 0.76671 6.88070 0.7 0.0 -0.9 -0.045
H 6.60419 -2.09245 5.60776 -0.1 -0.2 -0.1 0.141